DFT (ωB97M-V/def2-TZVPD) results for C22H37ClP2Sn as an isolated structure at a distorted geometry.

Summary:
Molecular weight in Da: 517.65
DFT total energy in Ha: -2217.499567
Lowest unoccupied orbital energy in eV: 0.16
Frontier orbital gap in eV: 6.96
Energy relative to the best compared isomer or geometry (same formula, charge and spin) in eV: 0.570

Last column: Löwdin charge in e.
Cartesian coordinates (Å):
C (-7.12, 1.00, 0.31)  -0.045
H (5.49, -0.61, 0.42)  0.077
C (-5.86, 2.68, 1.51)  -0.661
H (-4.23, 0.26, 1.80)  0.039
H (2.38, -4.61, 0.83)  0.040
C (2.49, -3.99, 1.74)  -0.289
C (-7.99, 1.98, -0.11)  -0.090
P (2.92, -2.30, 1.25)  0.869
C (-0.15, -1.90, -0.59)  -0.193
H (3.29, -2.50, -2.55)  0.038
H (1.54, -3.97, 2.29)  0.037
H (3.29, -4.40, 2.37)  0.036
H (2.30, 2.18, 0.36)  0.108
H (0.74, 2.36, -1.64)  0.099
C (4.53, -2.60, 0.38)  -0.416
H (2.20, -0.15, 0.66)  -0.030
H (1.90, 0.67, 2.17)  0.103
C (-0.32, -1.45, 0.84)  -0.133
H (4.97, 1.63, -0.97)  0.040
H (1.34, -1.71, -2.12)  0.085
H (-0.28, -0.10, 2.42)  0.103
C (0.93, 1.44, -1.08)  -0.132
H (-3.84, 4.02, -1.77)  -0.026
H (0.63, 2.41, 0.84)  0.104
H (-8.83, 1.72, -0.76)  0.105
C (0.98, -1.11, -1.27)  -0.326
H (-4.63, 2.49, -2.29)  -0.024
C (-7.81, 3.32, 0.26)  -0.091
H (-1.11, -2.00, 1.36)  0.097
H (-6.74, 4.64, 1.61)  0.105
Cl (-4.58, 3.16, 2.62)  0.620
H (0.11, -2.97, -0.62)  0.106
C (0.23, -0.41, 1.50)  -0.121
C (-4.69, 0.56, 0.85)  -0.331
H (4.03, 1.64, -2.50)  0.037
H (0.19, 0.31, -2.71)  0.106
C (1.44, 0.42, 1.20)  -0.277
H (4.75, -1.71, -3.18)  0.038
H (-7.30, -0.05, 0.07)  0.117
C (0.68, 0.28, -1.72)  -0.122
H (-8.45, 4.10, -0.15)  0.102
H (2.68, -1.43, 3.49)  0.046
H (4.31, -2.12, 3.21)  0.037
P (3.81, -0.46, -1.32)  0.870
H (5.22, -2.97, 1.15)  0.069
H (5.61, 0.77, -2.41)  0.034
H (1.78, -1.11, -0.52)  -0.065
H (4.36, -3.41, -0.35)  0.076
H (-2.86, 2.70, -2.48)  -0.028
H (5.91, -1.59, -1.00)  0.070
C (3.51, -1.50, 2.79)  -0.270
H (3.14, -1.05, -3.57)  0.046
C (1.31, 1.69, 0.35)  -0.192
C (-3.74, 2.94, -1.85)  -0.369
C (-5.92, 1.37, 0.97)  -0.382
H (-1.09, -1.81, -1.18)  0.115
Sn (-3.30, 2.20, 0.17)  1.037
C (5.09, -1.34, -0.31)  -0.415
C (3.74, -1.54, -2.80)  -0.270
C (-6.81, 3.64, 1.19)  -0.110
H (3.90, -0.49, 2.58)  0.040
H (-4.75, -0.27, 0.14)  0.049
C (4.70, 1.04, -1.86)  -0.289